Computed, not measured: 2 unconnected molecules or ions with the total composition CHN3S at a distorted geometry, with the ωB97M-V functional and the def2-TZVPD basis.

Properties
Kohn-Sham gap in Eh: 0.4001
ΔE to the lowest compared entry with this formula, charge and spin in eV: 0.508

The geometry in ORCA input format:
```
! RIJCOSX wB97M-V def2-TZVPD def2/J DEFGRID3
* xyz 0 1
C 0.1226 0.8974 -0.1423
N 0.2806 0.0760 -0.8897
N -0.6699 -2.0822 -1.2106
N -0.5788 -2.5845 -0.2127
S -0.1058 2.1311 0.9469
H 0.9513 1.5621 1.5084
*
```



Computed, not measured: 4 unconnected molecules or ions with the total composition C45H71BBrCl2IN3O7P at a distorted geometry, with the ωB97M-V functional and the def2-TZVPD basis.

Properties
Kohn-Sham gap in Eh: 0.2496

The geometry in ORCA input format:
```
! RIJCOSX wB97M-V def2-TZVPD def2/J DEFGRID3
* xyz 0 1
C -0.0929 3.8973 2.4616
C -0.9800 3.1286 2.6243
C -2.1242 2.2799 2.7135
C -1.9945 0.9198 2.4045
C -3.0903 0.0894 2.4608
C -4.3338 0.5586 2.8366
C -4.4596 1.9018 3.1341
Cl -6.0571 2.4126 3.5733
C -3.3837 2.7872 3.0712
C -3.5035 4.2719 3.3524
Cl -3.9652 4.5352 5.0481
C -4.4261 4.9548 2.2936
C -5.3818 6.0092 2.8518
C -2.8933 -1.3422 2.0888
O -3.4161 -2.2353 2.7054
C -1.9772 -1.5427 0.9289
C -2.2139 -2.4769 -0.0676
B -3.4740 -3.4506 0.0444
O -3.3844 -4.5434 0.8627
O -4.6327 -3.2368 -0.6229
C -5.5469 -4.3340 -0.7128
C -1.3144 -2.5708 -1.1372
C -1.5867 -3.5688 -2.2282
C -2.3560 -3.0458 -3.4674
C -3.5113 -2.0642 -3.2110
C -3.6998 -1.1860 -4.4164
O -2.8571 -0.4439 -4.8574
O -4.9281 -1.2469 -4.9758
C -0.1749 -1.7619 -1.1678
P 1.1734 -1.7895 -2.4250
O 0.5988 -2.3580 -3.8547
Br 2.4421 -3.4752 -1.6377
C 0.0520 -0.8112 -0.1568
C 1.2707 0.0877 -0.2147
C 0.9955 1.2730 -1.1825
C 2.2526 1.6505 -1.9780
I 2.7448 3.7308 -1.8406
C -0.8635 -0.7113 0.8841
C -0.7134 0.2897 1.9869
O 0.3315 0.5476 2.5327
H 0.6622 4.6298 2.3430
H -5.1926 -0.0883 2.8831
H -2.5221 4.6841 3.1774
H -5.0237 4.2164 1.7719
H -3.8099 5.4580 1.5529
H -6.1582 5.5610 3.4580
H -5.8703 6.5508 2.0456
H -4.8221 6.7329 3.4335
H -2.5147 -4.5932 1.2688
H -5.0419 -5.2788 -0.8745
H -6.1758 -4.3618 0.1701
H -6.1957 -4.1549 -1.5655
H -2.0786 -4.4637 -1.8538
H -0.6225 -3.9042 -2.5930
H -2.8021 -3.9202 -3.9359
H -1.6974 -2.6062 -4.2051
H -3.3276 -1.3745 -2.3941
H -4.4508 -2.5783 -3.0832
H -5.0208 -0.4155 -5.4617
H 0.9428 -3.2484 -4.0145
H 1.4680 0.5156 0.7551
H 2.1567 -0.4593 -0.5109
H 0.6017 2.1121 -0.6184
H 0.2081 0.9947 -1.8788
H 2.0982 1.4359 -3.0255
H 3.1198 1.0987 -1.6434
C -0.4805 -0.5531 9.2109
C 0.2016 0.4711 8.3169
N 1.2512 -0.0919 7.4898
C 2.0588 0.9174 6.8246
C 1.3733 1.8139 5.7835
C 0.8665 -1.2242 6.6665
C -0.2580 -1.0084 5.6455
H 0.2452 -1.0589 9.8494
H -1.2060 -0.0527 9.8536
H -1.0215 -1.3066 8.6374
H 0.6537 1.2329 8.9576
H -0.5708 0.9859 7.7231
H 2.9177 0.4248 6.3599
H 2.4847 1.5602 7.6020
H 1.2013 1.2950 4.8426
H 2.0138 2.6698 5.5579
H 0.4200 2.2070 6.1390
H 0.5810 -2.0467 7.3272
H 1.7543 -1.5906 6.1445
H -1.0922 -0.4350 6.0533
H -0.6548 -1.9766 5.3277
H 0.1025 -0.5084 4.7489
C 6.1909 1.6792 0.8383
C 5.3951 0.7240 1.7147
N 4.7518 -0.3424 0.9704
C 3.7925 -1.0974 1.7601
C 4.3111 -1.9185 2.9473
C 5.6230 -1.1290 0.1122
C 6.8074 -1.8696 0.7493
H 5.5595 2.1152 0.0622
H 6.5865 2.4921 1.4483
H 7.0403 1.1906 0.3596
H 4.6132 1.2985 2.2187
H 6.0574 0.3415 2.5079
H 3.2364 -1.7592 1.0881
H 3.0512 -0.3851 2.1383
H 4.8040 -2.8349 2.6253
H 3.4719 -2.2148 3.5803
H 5.0051 -1.3533 3.5696
H 6.0157 -0.4684 -0.6648
H 4.9945 -1.8412 -0.4224
H 7.3354 -1.2532 1.4780
H 7.5258 -2.1447 -0.0257
H 6.4986 -2.7919 1.2389
C 2.2180 0.0583 -10.0166
C 1.8664 0.2950 -8.5556
N 0.8428 1.3035 -8.3628
C 0.6865 1.7038 -6.9747
C 0.1839 0.6539 -5.9775
C -0.3922 1.0959 -9.0979
C -1.1729 -0.2029 -8.8440
H 2.5348 0.9851 -10.4968
H 3.0397 -0.6560 -10.0846
H 1.3817 -0.3555 -10.5809
H 2.7694 0.6333 -8.0403
H 1.5948 -0.6715 -8.1003
H 0.0266 2.5749 -6.9357
H 1.6593 2.0695 -6.6284
H -0.8842 0.4759 -6.0753
H 0.3455 1.0036 -4.9539
H 0.7002 -0.3012 -6.0806
H -0.1652 1.1536 -10.1654
H -1.0491 1.9489 -8.9104
H -0.5179 -1.0740 -8.7958
H -1.8784 -0.3709 -9.6610
H -1.7541 -0.1591 -7.9240
*
```



Computed, not measured: C20H28N4O3 in the gas phase, with the ωB97M-V functional and the def2-TZVPD basis.

Properties
Kohn-Sham gap in Eh: 0.3430
ΔE to the lowest compared entry with this formula, charge and spin in eV: 2.926

The geometry in ORCA input format:
```
! RIJCOSX wB97M-V def2-TZVPD def2/J DEFGRID3
* xyz 0 1
C -3.6747 4.0236 0.4545
C -2.8398 4.4444 1.6551
H -3.1415 5.4296 2.0188
H -2.9267 3.7073 2.4590
O -1.4587 4.5888 1.3077
C -0.6691 3.5152 1.4519
O -1.0456 2.4496 1.8826
C 0.6944 3.8111 1.0149
C 1.8527 3.0327 0.9812
C 2.8173 3.8869 0.4265
N 2.3091 5.0745 0.1488
N 1.0411 5.0221 0.5028
H 0.4327 5.8182 0.3895
H 3.8477 3.6752 0.2261
C 2.0445 1.6229 1.4236
N 1.8417 0.6754 0.3306
C 2.1481 -0.6743 0.7648
C 1.8922 -1.6515 -0.3730
N 0.4978 -1.6118 -0.7832
C 0.2220 -2.6720 -1.7419
C 0.4175 -4.0271 -1.1174
C 1.1868 -5.0028 -1.7349
C 1.3428 -6.2492 -1.1522
C 0.7356 -6.5302 0.0588
C -0.0315 -5.5603 0.6837
C -0.1922 -4.3190 0.0975
H -0.7841 -3.5562 0.5797
H -0.5072 -5.7754 1.6296
H 0.8601 -7.5013 0.5152
H 1.9434 -7.0005 -1.6442
H 1.6674 -4.7870 -2.6791
H -0.8243 -2.5926 -2.0464
H 0.8528 -2.5787 -2.6449
C 0.2048 -0.2683 -1.2698
C 0.4649 0.7069 -0.1234
H 0.2372 1.7174 -0.4669
H -0.2023 0.4491 0.7138
C -1.2363 -0.0765 -1.7618
H -1.4120 -0.6975 -2.6402
H -1.3478 0.9625 -2.0810
C -2.3169 -0.3668 -0.7059
O -2.7585 0.7822 -0.0205
H -2.0932 1.0666 0.6224
H -1.9520 -1.1291 -0.0080
H -3.2129 -0.7519 -1.2011
H 0.8852 -0.0110 -2.1071
H 2.1257 -2.6635 -0.0356
H 2.5595 -1.3999 -1.2174
H 3.2003 -0.7220 1.0570
H 1.5280 -0.9657 1.6314
H 3.0738 1.5009 1.7731
H 1.3567 1.4121 2.2614
H -4.7250 4.0344 0.7307
H -3.5200 4.7146 -0.3710
H -3.4117 3.0180 0.1344
*
```